Formula: C34H30MoN6O8
Source: the Open Molecules 2025 dataset
Level of theory: ωB97M-V/def2-TZVPD

The geometry in XYZ format:
```
79
C34H30MoN6O8 (ωB97M-V/def2-TZVPD)
Mo -0.54 -0.53 -1.34
O -0.94 -2.42 -4.92
C -1.41 -2.13 -3.89
O -0.61 -1.62 -2.85
C -2.84 -2.23 -3.40
C -2.89 -2.91 -2.02
C -4.32 -3.35 -1.72
C -5.00 -1.99 -1.41
C -3.84 -1.01 -1.59
O -2.70 -1.78 -1.12
C -3.49 -0.84 -3.07
C -2.52 0.30 -3.31
O -2.27 0.84 -4.33
O -1.79 0.62 -2.17
H -3.40 -2.77 -4.16
H -2.11 -3.65 -1.84
H -4.35 -4.02 -0.86
H -4.76 -3.87 -2.57
H -5.36 -1.95 -0.39
H -5.84 -1.76 -2.07
H -3.91 -0.09 -1.03
H -4.36 -0.66 -3.71
C 1.44 -0.34 5.76
O 1.33 0.29 4.48
C 2.22 1.26 4.17
C 3.27 1.69 4.98
C 4.10 2.71 4.53
C 3.90 3.31 3.30
C 2.86 2.89 2.49
C 2.04 1.86 2.92
N 0.94 1.39 2.15
C 1.00 1.02 0.87
N 2.12 1.05 0.17
C 2.21 0.88 -1.21
C 1.20 0.30 -2.00
C 1.43 0.25 -3.40
C 2.61 0.73 -3.94
C 3.61 1.26 -3.13
C 3.42 1.34 -1.76
O 4.29 1.84 -0.87
C 5.59 2.24 -1.33
N -0.09 0.58 0.22
C -1.42 0.60 0.71
C -1.86 -0.50 1.50
C -3.12 -0.52 2.04
C -3.97 0.56 1.80
C -3.57 1.65 1.05
C -2.29 1.71 0.50
O -2.04 2.82 -0.17
C -0.75 3.25 -0.63
H 0.63 -1.06 5.81
H 1.34 0.40 6.56
H 2.40 -0.86 5.85
H 3.44 1.24 5.95
H 4.91 3.03 5.17
H 4.54 4.12 2.98
H 2.66 3.40 1.55
H 0.13 1.07 2.68
H 2.98 1.36 0.63
H 0.69 -0.16 -4.07
H 2.76 0.69 -5.01
H 4.53 1.62 -3.58
H 6.14 2.53 -0.44
H 5.51 3.09 -2.01
H 6.10 1.40 -1.82
H -1.17 -1.31 1.68
H -3.44 -1.36 2.64
H -4.97 0.56 2.23
H -4.23 2.49 0.89
H -0.93 4.23 -1.07
H -0.36 2.59 -1.40
H -0.07 3.36 0.21
N 0.19 -2.08 -0.36
C 0.47 -3.17 0.03
C 0.77 -4.41 0.45
C 0.34 -5.49 -0.36
N -0.01 -6.37 -1.01
C 1.45 -4.55 1.69
N 2.00 -4.67 2.69
```

Output
**E_tot**: -62904.055 eV
**Orbital gap (spin up / spin down)**: 0.190 / 0.190 hartree
**HOMO (spin up / spin down)**: -13.8 / -13.8 eV
**Max |F|**: 1.38 eV/A
**Net charge**: +2

Formula: C34H31AsBrF4FeN2O9P3S
Source: the Open Molecules 2025 dataset
Level of theory: ωB97M-V/def2-TZVPD

The geometry in XYZ format:
```
87
C34H31AsBrF4FeN2O9P3S (ωB97M-V/def2-TZVPD)
Fe 0.35 0.30 1.20
O -2.06 0.00 -5.97
C -2.99 0.18 -5.01
O -4.11 0.49 -5.29
C -2.54 0.00 -3.60
C -1.28 0.41 -3.16
C -0.95 0.34 -1.82
C -1.86 -0.16 -0.90
C -3.10 -0.62 -1.34
C -3.44 -0.52 -2.67
N -1.45 -0.21 0.45
C -2.29 -0.37 1.41
C -1.76 -0.56 2.76
C -2.57 -0.51 3.88
C -1.97 -0.53 5.13
C -0.59 -0.62 5.20
C 0.14 -0.73 4.03
N -0.42 -0.72 2.83
H -1.24 -0.34 -5.60
H -0.56 0.84 -3.86
H 0.01 0.70 -1.49
H -3.80 -1.08 -0.65
H -4.41 -0.85 -3.02
H -3.37 -0.30 1.26
H -3.64 -0.41 3.76
H -2.57 -0.45 6.03
H -0.08 -0.60 6.15
H 1.22 -0.83 4.05
F 6.30 -1.27 -2.94
C 5.18 -1.35 -2.23
C 4.74 -2.57 -1.76
F 5.42 -3.67 -2.02
C 3.56 -2.63 -1.02
F 3.16 -3.83 -0.61
C 2.82 -1.49 -0.73
P 1.37 -1.63 0.38
C 0.23 -2.72 -0.53
C -0.85 -3.27 0.16
C -1.81 -4.00 -0.51
C -1.72 -4.18 -1.88
C -0.65 -3.63 -2.57
C 0.32 -2.90 -1.90
C 2.07 -2.62 1.74
C 1.70 -3.94 2.01
C 2.28 -4.62 3.07
C 3.24 -4.01 3.86
C 3.63 -2.71 3.58
C 3.05 -2.02 2.53
C 3.26 -0.28 -1.25
Br 2.27 1.32 -1.09
C 4.43 -0.20 -1.99
F 4.86 0.95 -2.49
H -0.94 -3.12 1.23
H -2.64 -4.43 0.04
H -2.47 -4.75 -2.41
H -0.57 -3.78 -3.64
H 1.14 -2.47 -2.46
H 0.98 -4.45 1.39
H 1.98 -5.64 3.27
H 3.70 -4.55 4.67
H 4.39 -2.23 4.18
H 3.35 -1.00 2.32
O 3.77 2.54 1.99
P 2.30 2.22 2.51
O 2.07 2.63 3.90
O 2.02 0.80 2.04
O 1.41 3.17 1.47
P -0.17 3.00 1.44
O -0.76 4.38 1.96
O -0.54 1.85 2.34
O -0.62 2.82 0.01
H 4.20 3.19 2.55
H -0.66 4.48 2.91
C -1.97 6.02 -0.49
As -1.62 4.74 -1.87
C -3.02 3.44 -1.81
C -1.81 5.66 -3.55
S 0.40 4.01 -1.87
H -2.94 6.46 -0.69
H -1.19 6.78 -0.50
H -1.96 5.51 0.47
H -3.96 3.98 -1.84
H -2.92 2.88 -0.88
H -2.94 2.77 -2.66
H -2.81 6.10 -3.60
H -1.68 4.95 -4.36
H -1.05 6.44 -3.62
```

Output
**E_tot**: -272010.947 eV
**Orbital gap (spin up / spin down)**: 0.285 / 0.248 hartree
**HOMO (spin up / spin down)**: -11.4 / -11.4 eV
**Multiplicity**: 2
**ΔE to the lowest compared entry with this formula, charge and spin**: 119.6 kJ/mol
**⟨S²⟩**: 0.754
**Max |F|**: 1.73 eV/A
**Net charge**: +1

Number 1 is which compound?
C34H30MoN6O8

The lowest max |F| belongs to which entry?
C34H30MoN6O8

Look up the E_tot of the second one.
-272010.947 eV